Record 1
{"formula": "C5H12NO", "method": "the ωB97M-V functional and the def2-TZVPD basis", "symbols": ["N", "C", "O", "H", "H", "H", "H", "C", "C", "C", "C", "H", "H", "H", "H", "H", "H", "H", "H"], "coordinates": [[-1.267378, 0.517155, 3.113217], [-0.717500, 1.051645, 1.834559], [-0.816823, 0.245441, 0.764562], [-2.252042, 0.360792, 2.907981], [-0.885465, -0.425498, 3.175864], [-1.194030, 2.041093, 1.748556], [0.353259, 1.291943, 2.013456], [-0.504623, 0.420946, -2.315689], [0.064791, -0.883055, -1.762727], [1.539342, -0.770504, -1.523943], [2.124077, -0.783079, -0.326567], [0.101255, 0.869523, -3.106954], [-1.494593, 0.259279, -2.751369], [-0.666375, 1.156322, -1.530088], [-0.126363, -1.672040, -2.493153], [-0.380893, -1.153977, -0.815924], [2.161614, -0.716848, -2.420100], [3.197495, -0.740902, -0.204234], [1.431302, -0.866846, 0.510299]], "forces_ev_per_a": [[0.3, -0.3, -1.2], [-0.2, -0.1, 2.0], [0.0, 0.6, 0.1], [-0.1, 0.1, 0.3], [0.0, 0.0, 0.4], [0.1, 0.0, -0.8], [-0.1, -0.2, -0.4], [-0.8, 0.2, -0.1], [0.5, 0.3, -0.3], [0.7, -0.3, -0.2], [-0.9, -0.1, -0.6], [0.2, -0.1, 0.1], [0.0, -0.1, 0.0], [0.3, 0.0, 0.0], [0.1, -0.1, 0.1], [-0.4, -0.1, -0.1], [0.0, 0.1, 0.1], [-0.1, 0.1, 0.2], [0.6, 0.0, 0.3]], "mulliken_spin": [-0.01, -0.01, 0.87, 0.00, 0.00, 0.06, 0.07, 0.00, 0.01, 0.00, 0.00, 0.00, 0.00, 0.00, 0.00, 0.00, 0.00, 0.00, 0.00], "max_force_ev_per_a": 1.98, "relative_energy_kcal_mol": 26.6, "charge": 0, "homo_ha": [-0.3482, -0.3479], "spin_multiplicity": 2, "s_squared": 0.75, "gap_ev": [10.47, 7.46]}

Record 2
{"formula": "C20H52F3N8O3P2", "method": "the ωB97M-V functional and the def2-TZVPD basis", "symbols": ["C", "C", "C", "C", "N", "C", "C", "C", "O", "C", "F", "F", "F", "N", "H", "H", "H", "H", "H", "H", "H", "H", "H", "H", "H", "H", "H", "H", "H", "H", "O", "P", "N", "C", "C", "N", "C", "C", "N", "C", "C", "H", "H", "H", "H", "H", "H", "H", "H", "H", "H", "H", "H", "H", "H", "H", "H", "H", "H", "O", "P", "N", "C", "C", "N", "C", "C", "N", "C", "C", "H", "H", "H", "H", "H", "H", "H", "H", "H", "H", "H", "H", "H", "H", "H", "H", "H", "H"], "coordinates": [[6.194496, -1.355137, 1.699182], [5.531086, -0.369279, 0.556438], [5.637042, 1.207569, 1.095544], [4.101801, 1.703836, 1.384537], [4.086462, 3.177461, 1.045057], [3.132201, 0.654838, 0.581016], [1.777655, 0.068891, 1.302998], [0.380334, 0.638300, 0.582752], [-0.191048, -0.463368, -0.247644], [-0.678190, 0.874850, 1.851618], [-0.687699, -0.437511, 2.600165], [-2.074319, 1.118761, 1.408637], [-0.204586, 1.979174, 2.765239], [4.018379, -0.600457, 0.502902], [6.421388, -0.783516, 2.702332], [5.550461, -2.338447, 1.894188], [7.232114, -1.743613, 1.260457], [6.172475, -0.578562, -0.399977], [6.301236, 1.341251, 2.073583], [6.279864, 1.786495, 0.289960], [3.976467, 1.573974, 2.541310], [4.438441, 3.713231, 1.894225], [4.792454, 3.385269, 0.277694], [2.928998, 1.123882, -0.472500], [1.785912, 0.303874, 2.468341], [1.687311, -1.118391, 1.220617], [0.588077, 1.618190, -0.029333], [0.384076, -0.600991, -1.079661], [3.854932, -1.023574, 1.465044], [3.692704, -1.194085, -0.318534], [2.458601, -2.391642, -3.114533], [2.379656, -3.694003, -3.948300], [2.967555, -4.629842, -2.659906], [4.095094, -5.540881, -2.606072], [2.073888, -4.825260, -1.527013], [3.642844, -3.178701, -4.986471], [5.047766, -3.306524, -4.628824], [3.437334, -1.844413, -5.566064], [2.288903, -5.191162, -4.906777], [1.245991, -6.145283, -4.561568], [3.082266, -5.595273, -6.051412], [4.083760, -6.280215, -3.406799], [4.122238, -6.113277, -1.672205], [5.040909, -4.997820, -2.626113], [1.505067, -5.754050, -1.631368], [1.348613, -4.006696, -1.443288], [2.624919, -4.845270, -0.586131], [5.274107, -2.838417, -3.668260], [5.700726, -2.862272, -5.389595], [5.342687, -4.359371, -4.605584], [3.711775, -1.046258, -4.866714], [2.387210, -1.704064, -5.847615], [4.029127, -1.718052, -6.480795], [1.660285, -6.983754, -3.993820], [0.738059, -6.541545, -5.447610], [0.470806, -5.670896, -3.951849], [4.069160, -5.951875, -5.744205], [3.200053, -4.788611, -6.781238], [2.615339, -6.415858, -6.609659], [-6.459575, 4.430222, 0.632447], [-6.109541, 4.550950, 2.135924], [-5.802525, 2.886357, 2.263405], [-6.358069, 1.901393, 3.171948], [-4.600016, 2.387121, 1.611476], [-7.730311, 4.930524, 2.545814], [-8.754557, 3.908928, 2.704926], [-8.303600, 6.036461, 1.766885], [-5.707152, 4.689735, 3.864282], [-4.309497, 4.541074, 4.240636], [-6.575461, 4.993983, 4.985171], [-6.292296, 2.201714, 4.217601], [-5.841597, 0.937371, 3.105634], [-7.396168, 1.677614, 2.922637], [-3.758913, 2.355285, 2.310497], [-4.302953, 3.029271, 0.773337], [-4.758858, 1.391824, 1.195003], [-8.837398, 3.266077, 1.825770], [-9.738921, 4.350407, 2.901432], [-8.553444, 3.299793, 3.590653], [-8.649833, 5.707546, 0.780277], [-7.561451, 6.829808, 1.620098], [-9.151147, 6.490579, 2.294482], [-4.126267, 3.550392, 4.667234], [-3.994183, 5.297326, 4.967788], [-3.657017, 4.663342, 3.370559], [-7.164563, 4.121032, 5.279136], [-7.248585, 5.830492, 4.774504], [-6.011364, 5.301755, 5.874042]], "forces_ev_per_a": [[0.6, -0.8, -0.5], [2.6, 0.8, 2.0], [1.0, -1.1, -0.5], [2.2, 0.0, 0.6], [0.7, -0.3, 0.5], [-0.3, 1.2, 0.1], [-0.7, 0.4, 0.3], [0.3, -0.9, 0.8], [1.9, 1.9, -0.1], [-1.2, -0.8, 0.2], [-0.1, 4.5, -1.9], [5.2, -0.7, 1.8], [-1.8, -3.9, -3.0], [0.2, -0.2, 0.1], [-0.7, -1.2, -2.0], [1.3, 2.1, -0.4], [-2.3, 0.9, 1.1], [-2.1, 0.6, 1.4], [-1.6, -0.7, -2.0], [-1.9, -0.8, 1.4], [-0.2, 0.3, -2.2], [-0.8, -1.0, -1.5], [-1.3, -0.5, 1.3], [0.4, -1.2, 1.8], [0.1, -0.3, -2.5], [0.3, 2.6, 0.0], [-0.7, -1.8, 1.4], [-1.2, 0.5, 1.9], [-0.1, -0.2, -1.9], [0.5, 0.4, 1.5], [-4.1, 0.5, -0.5], [7.1, -0.7, 0.7], [-0.5, -0.9, 2.0], [0.0, -0.4, -0.4], [-0.3, 0.6, 0.0], [0.9, 0.7, -1.8], [-0.2, -0.8, -0.1], [-0.4, -0.1, 0.0], [-1.9, 0.9, 0.2], [-0.4, 0.0, 0.3], [-0.3, 0.4, -1.3], [0.2, -0.1, -0.2], [-0.4, 0.2, -0.1], [0.0, 0.0, -0.2], [0.0, -0.1, 0.2], [0.1, -0.1, -0.2], [0.1, -0.1, 0.1], [0.1, 0.1, 0.2], [-0.4, 0.1, 0.0], [0.0, 0.1, 0.2], [-0.1, 0.0, 0.0], [0.1, 0.0, 0.1], [0.0, -0.2, 0.2], [0.0, -0.1, -0.1], [0.1, 0.1, 0.1], [0.2, -0.1, 0.0], [0.0, 0.2, 0.1], [0.2, -0.1, 0.3], [-0.2, 0.1, 0.3], [3.4, 2.9, -0.2], [-5.7, -4.6, 0.9], [1.5, -1.7, -0.4], [0.0, 0.2, 0.4], [-0.1, 0.4, -0.5], [-1.6, 1.3, 0.8], [0.4, -0.3, 0.5], [0.4, 0.1, -0.1], [1.4, 1.4, -1.0], [0.3, -0.1, -0.2], [-0.4, 1.2, 0.2], [-0.1, 0.1, 0.2], [0.2, 0.3, -0.2], [0.0, 0.1, 0.1], [0.0, -0.2, 0.0], [-0.2, 0.0, 0.2], [0.0, -0.1, 0.0], [-0.1, -0.2, -0.1], [0.3, 0.3, -0.2], [0.0, -0.1, -0.2], [0.1, 0.1, 0.0], [-0.1, -0.1, -0.1], [0.1, -0.2, 0.1], [0.0, -0.1, 0.1], [-0.1, -0.1, -0.1], [-0.1, -0.1, 0.1], [-0.1, 0.0, -0.2], [0.0, -0.4, 0.0], [0.3, -0.1, -0.2]], "mulliken_charge": [-1.18, 0.18, -0.92, 0.08, -0.67, 0.00, -1.05, -0.03, -0.53, 0.62, -0.26, -0.21, -0.26, 0.02, 0.32, 0.36, 0.32, 0.42, 0.33, 0.31, 0.31, 0.33, 0.33, 0.33, 0.33, 0.32, 0.37, 0.34, 0.39, 0.10, -0.85, 0.81, 0.28, -1.09, -1.21, 0.27, -1.02, -1.09, -0.03, -1.11, -0.88, 0.27, 0.46, 0.26, 0.33, 0.35, 0.42, 0.19, 0.39, 0.30, 0.27, 0.37, 0.33, 0.31, 0.43, 0.33, 0.28, 0.27, 0.37, -0.83, 0.85, 0.18, -1.03, -1.37, 0.24, -1.12, -1.12, 0.01, -1.16, -0.92, 0.26, 0.44, 0.26, 0.47, 0.32, 0.48, 0.30, 0.38, 0.31, 0.33, 0.37, 0.32, 0.30, 0.46, 0.32, 0.28, 0.28, 0.38], "max_force_ev_per_a": 7.39, "charge": 1, "homo_ha": -0.3248, "gap_ev": 5.43}

Record 3
{"formula": "C2H7HgO2", "method": "the ωB97M-V functional and the def2-TZVPD basis", "symbols": ["C", "H", "H", "H", "O", "Hg", "H", "O", "C", "H", "H", "H"], "coordinates": [[0.375652, 1.270480, -0.325547], [1.373879, 1.489851, 0.099104], [0.927840, 1.238042, -1.284793], [-0.163387, 1.966134, 0.333084], [-0.815842, -0.603689, 1.929505], [0.075589, 0.939745, 2.455184], [-1.615226, -0.740445, 1.221453], [-0.567800, 0.234849, -0.504591], [0.005398, -1.177327, -0.849038], [-0.885745, -1.792002, -1.034421], [0.580541, -1.039278, -1.782847], [0.709105, -1.786364, -0.257096]], "forces_ev_per_a": [[0.9, 0.2, -1.5], [0.0, -2.5, 2.1], [-1.3, 2.0, -1.4], [-0.3, 1.3, -1.7], [-6.5, -7.0, -3.8], [3.4, 5.8, 3.1], [3.0, 0.7, 2.6], [2.1, -4.0, 0.5], [-0.6, 1.9, -0.9], [0.3, 0.4, 0.0], [-0.5, 0.1, -0.1], [-0.6, 1.2, 1.0]], "mulliken_charge": [-1.24, 0.51, 0.27, 0.46, -0.59, -0.46, 0.17, -0.16, -0.88, 0.25, 0.34, 0.33], "max_force_ev_per_a": 10.26, "charge": -1, "homo_ha": -0.0536, "gap_ev": 5.26}

Record 4
{"formula": "CI3OP", "method": "the ωB97M-V functional and the def2-TZVPD basis", "symbols": ["C", "O", "P", "I", "I", "I"], "coordinates": [[0.022194, -0.201841, 1.347580], [1.201835, 1.607414, -1.624184], [-0.078733, 0.960775, -1.490370], [0.093631, -1.273142, -2.539122], [-0.688676, 1.079515, 2.800617], [-0.550250, -2.172721, 1.505478]], "forces_ev_per_a": [[-0.1, 0.1, -0.5], [1.2, 0.8, -0.1], [-1.0, -0.7, 0.4], [-0.1, -0.1, -0.1], [0.0, -0.3, 0.0], [0.0, 0.2, 0.2]], "mulliken_charge": [-0.33, -0.35, 0.44, -0.13, 0.17, 0.20], "max_force_ev_per_a": 1.44, "relative_energy_kcal_mol": 45.1, "charge": 0, "homo_ha": -0.3340, "gap_ev": 6.95}

Record 5
{"formula": "C2H8N2O2", "method": "the ωB97M-V functional and the def2-TZVPD basis", "symbols": ["N", "C", "N", "C", "O", "H", "H", "H", "H", "H", "H", "O", "H", "H"], "coordinates": [[0.282996, 1.244429, 0.181013], [-0.816196, 0.358015, 0.570529], [-0.646020, -0.951254, 0.015387], [-1.288191, -1.262083, -1.141136], [-1.880778, -0.441490, -1.806899], [0.112066, 2.228447, 0.358630], [0.381581, 1.208215, -0.828196], [-1.787694, 0.797639, 0.315391], [-0.827320, 0.404312, 1.661495], [-0.656161, -1.651161, 0.745475], [-1.185006, -2.246915, -1.605799], [2.905892, 0.045970, 0.860170], [2.087836, 0.478382, 0.633875], [3.316994, -0.212505, 0.040064]], "forces_ev_per_a": [[0.5, -0.1, -0.8], [-0.6, 2.1, 0.6], [-0.2, -0.6, 1.4], [-0.4, 0.7, -1.4], [0.0, 0.4, 0.0], [-0.3, -0.2, 0.4], [0.0, -0.1, -0.1], [0.0, -0.3, -0.5], [0.2, -0.9, 0.0], [0.5, -0.4, -0.5], [0.3, -0.6, 0.9], [0.8, -0.4, 0.7], [-0.9, 0.5, -0.3], [0.1, -0.1, -0.3]], "mulliken_charge": [-0.66, -0.45, -0.22, -0.02, -0.52, 0.20, 0.24, 0.35, 0.37, 0.26, 0.41, -0.68, 0.40, 0.30], "max_force_ev_per_a": 2.20, "relative_energy_kcal_mol": 23.8, "charge": 0, "homo_ha": -0.3699, "smiles": "NCNC=O.O", "gap_ev": 10.82}

Record 6
{"formula": "C16H22N4O3", "method": "the ωB97M-V functional and the def2-TZVPD basis", "symbols": ["C", "C", "C", "C", "C", "O", "C", "C", "C", "C", "C", "N", "N", "N", "N", "C", "C", "C", "C", "C", "O", "C", "O", "H", "H", "H", "H", "H", "H", "H", "H", "H", "H", "H", "H", "H", "H", "H", "H", "H", "H", "H", "H", "H", "H"], "coordinates": [[-0.352963, -2.122468, -1.769848], [0.356844, -2.913748, -0.677794], [0.396329, -2.192307, 0.676448], [1.133619, -0.883837, 0.602424], [0.476367, 0.346342, 0.660072], [-0.878156, 0.311568, 0.796109], [-1.575465, 1.517536, 1.058285], [-1.854374, 2.341277, -0.208832], [-3.225273, 2.087341, -0.836152], [-3.450822, 0.624305, -1.245665], [-3.942804, -0.190542, -0.112185], [-5.072590, -0.034973, 0.540664], [-5.106397, -0.980112, 1.472616], [-4.072180, -1.705896, 1.435700], [-3.301969, -1.249333, 0.441587], [1.217908, 1.532025, 0.583463], [2.584389, 1.491329, 0.462405], [3.281516, 0.280247, 0.415154], [4.736564, 0.217369, 0.305496], [5.504827, 1.512052, 0.235538], [5.340630, -0.851572, 0.272195], [2.529989, -0.917751, 0.486795], [3.117104, -2.116437, 0.460868], [0.052897, -1.114841, -1.837992], [-0.218950, -2.609680, -2.733131], [-1.423502, -2.057120, -1.581008], [1.384023, -3.106534, -0.987822], [-0.137456, -3.878743, -0.547417], [-0.609626, -2.020621, 1.059770], [0.922167, -2.839048, 1.382066], [-2.515490, 1.211024, 1.523617], [-1.023079, 2.109355, 1.795815], [-1.079384, 2.116655, -0.945761], [-1.784838, 3.402609, 0.036575], [-3.308674, 2.716251, -1.724144], [-4.014707, 2.381584, -0.142795], [-2.528182, 0.193111, -1.637258], [-4.212391, 0.592220, -2.028056], [-2.384895, -1.622577, 0.244550], [0.729705, 2.491850, 0.613985], [3.122135, 2.423524, 0.403911], [5.195460, 2.090322, -0.632135], [5.330823, 2.103229, 1.131742], [6.565171, 1.285466, 0.156121], [4.095698, -1.970440, 0.394015]], "forces_ev_per_a": [[0.1, -0.2, 0.1], [-0.1, 0.1, 0.0], [0.1, -0.1, -0.1], [-0.2, -0.2, 0.1], [0.4, -0.2, 0.0], [0.4, -0.4, -0.1], [-0.2, 0.6, 0.1], [-0.2, -0.2, 0.1], [0.3, 0.0, -0.1], [-0.1, 0.3, -0.1], [0.3, -0.8, 0.3], [0.2, 0.8, -0.9], [-0.7, -0.2, 0.7], [0.9, -1.1, 0.4], [-0.8, 0.8, -0.4], [-0.3, 0.3, 0.0], [0.1, -0.3, 0.0], [-0.3, -0.3, 0.0], [0.1, 0.3, 0.0], [0.2, -0.2, 0.0], [0.0, -0.1, 0.0], [-0.1, 0.5, 0.0], [0.1, -0.1, 0.0], [0.0, 0.1, -0.1], [-0.1, 0.0, -0.1], [-0.1, 0.0, -0.1], [0.0, -0.1, 0.0], [0.1, -0.1, 0.0], [0.0, -0.1, 0.1], [-0.1, 0.0, 0.1], [0.1, 0.0, 0.0], [0.0, -0.1, -0.1], [0.1, 0.1, 0.0], [0.1, 0.0, 0.0], [-0.1, 0.0, 0.0], [0.0, 0.0, -0.1], [0.0, 0.0, -0.1], [0.1, -0.1, 0.0], [-0.1, 0.0, 0.1], [-0.1, 0.1, 0.0], [0.1, 0.1, 0.0], [0.0, 0.1, 0.0], [0.0, 0.1, 0.0], [0.0, 0.0, 0.0], [-0.2, 0.1, 0.0]], "mulliken_charge": [-0.97, -0.67, -1.28, 0.10, 1.19, -0.32, -1.24, -0.32, -1.30, 0.02, 0.19, -0.36, -0.44, -0.55, 0.39, -1.04, -0.87, -0.17, 1.54, -1.46, -0.76, 0.21, -0.60, 0.22, 0.49, 0.17, 0.45, 0.40, 0.59, 0.46, 0.60, 0.59, 0.43, 0.39, 0.42, 0.48, -0.04, 0.48, 0.26, 0.39, 0.39, 0.37, 0.37, 0.37, 0.41], "max_force_ev_per_a": 1.46, "relative_energy_kcal_mol": 45.6, "charge": 0, "homo_ha": -0.3294, "smiles": "CCCc1c(OCCCCc2nnn[nH]2)ccc(C(C)=O)c1O", "gap_ev": 9.08}

| no. | total energy (Ha) |
| --- | --- |
| 1 | -327.5846 |
| 2 | -2438.6537 |
| 3 | -384.1144 |
| 4 | -1347.6871 |
| 5 | -340.9925 |
| 6 | -1067.6231 |